# 1
Formula: C36H54O29V
Source: the Open Molecules 2025 dataset
Level of theory: the ωB97M-V functional and the def2-TZVPD basis

CARTESIAN COORDINATES (ANGSTROEM)
O  0.665  1.518  -0.654
V  -0.351  0.374  -0.285
O  0.096  -0.312  1.083
C  2.335  -3.189  -4.848
C  1.045  -2.409  -4.916
C  -0.185  -3.166  -4.392
O  -0.693  -2.345  -3.337
C  0.113  -1.300  -3.148
O  -0.091  -0.437  -2.342
O  1.124  -1.293  -4.011
H  3.129  -2.584  -5.287
H  2.269  -4.070  -5.493
H  2.599  -3.513  -3.845
H  0.879  -2.035  -5.925
H  0.023  -4.175  -4.042
H  -0.948  -3.217  -5.168
C  4.283  0.624  -5.212
C  3.018  1.328  -4.784
C  2.855  1.400  -3.253
O  2.608  2.770  -2.997
C  2.754  3.495  -4.118
O  2.617  4.671  -4.181
O  3.118  2.702  -5.158
H  4.246  -0.466  -5.198
H  5.154  0.921  -4.626
H  4.524  0.891  -6.245
H  2.115  0.895  -5.217
H  3.722  0.992  -2.736
H  2.024  0.756  -2.970
C  -1.073  4.246  4.311
C  0.371  3.848  4.091
C  1.027  3.124  5.251
O  1.845  2.142  4.622
C  1.471  2.013  3.330
O  2.000  1.275  2.569
O  0.467  2.868  3.040
H  -1.492  4.737  3.433
H  -1.098  4.965  5.131
H  -1.682  3.369  4.534
H  0.939  4.723  3.761
H  0.304  2.656  5.925
H  1.655  3.754  5.880
C  -3.770  4.594  -4.156
C  -4.097  3.317  -3.410
C  -3.952  1.998  -4.206
O  -2.905  1.318  -3.523
C  -2.559  1.950  -2.404
O  -1.851  1.515  -1.552
O  -3.234  3.106  -2.291
H  -2.791  4.507  -4.628
H  -3.867  5.449  -3.492
H  -4.489  4.714  -4.969
H  -5.111  3.385  -3.009
H  -3.591  2.206  -5.214
H  -4.870  1.419  -4.250
C  6.258  -2.322  -2.914
C  5.060  -2.664  -2.048
C  5.346  -2.733  -0.541
O  4.245  -2.038  0.040
C  3.493  -1.483  -0.916
O  2.501  -0.853  -0.734
O  4.074  -1.629  -2.143
H  6.929  -3.168  -3.066
H  6.836  -1.524  -2.447
H  5.918  -2.000  -3.897
H  4.618  -3.600  -2.402
H  6.320  -2.297  -0.324
H  5.327  -3.773  -0.222
C  -4.051  -5.201  -1.189
C  -3.015  -4.468  -0.367
C  -1.578  -4.528  -0.871
O  -1.102  -3.209  -0.629
C  -2.125  -2.381  -0.479
O  -2.058  -1.199  -0.297
O  -3.286  -3.045  -0.442
H  -4.021  -4.768  -2.192
H  -5.040  -5.062  -0.764
H  -3.801  -6.257  -1.292
H  -3.047  -4.655  0.708
H  -1.406  -4.814  -1.911
H  -1.012  -5.247  -0.278
C  -3.805  -0.616  3.967
C  -2.364  -0.967  3.631
C  -1.476  -1.483  4.764
O  -0.911  -2.692  4.245
C  -1.508  -3.017  3.093
O  -1.325  -4.033  2.487
O  -2.308  -2.037  2.672
H  -4.471  -0.894  3.150
H  -3.946  0.443  4.171
H  -4.138  -1.189  4.837
H  -1.928  -0.099  3.138
H  -2.019  -1.624  5.697
H  -0.669  -0.767  4.881
C  3.097  -1.680  3.350
C  2.450  -1.946  4.690
C  3.394  -1.957  5.886
O  2.761  -1.148  6.862
C  1.698  -0.515  6.295
O  0.977  0.213  6.896
O  1.607  -0.833  4.999
H  2.351  -1.538  2.564
H  3.782  -2.489  3.088
H  3.652  -0.740  3.298
H  1.918  -2.899  4.619
H  4.380  -1.572  5.603
H  3.586  -2.966  6.253
C  -4.878  4.690  2.625
C  -4.270  3.920  1.476
C  -3.034  4.592  0.852
O  -2.102  3.513  0.770
C  -2.608  2.409  1.318
O  -2.107  1.323  1.216
O  -3.792  2.648  1.899
H  -5.702  4.121  3.062
H  -5.307  5.641  2.311
H  -4.182  4.885  3.441
H  -5.030  3.768  0.706
H  -2.628  5.401  1.462
H  -3.219  5.030  -0.127

Calculated values
Charge: +1
ΔE to the lowest compared entry with this formula, charge and spin: 0.00 kcal per mole
LUMO: -7.20 eV
HOMO-LUMO gap: 0.1696 Ha
DFT total energy: -4530.1485 hartree

# 2
Formula: C36H55MgN7O6SSi
Source: the Open Molecules 2025 dataset
Level of theory: the ωB97M-V functional and the def2-TZVPD basis

CARTESIAN COORDINATES (ANGSTROEM)
Mg  0.786  -1.296  -1.035
O  2.559  -1.901  -1.082
C  3.690  -2.475  -0.857
C  4.813  -2.304  -1.692
C  6.009  -2.937  -1.414
C  6.150  -3.752  -0.297
C  5.070  -3.919  0.552
C  3.849  -3.298  0.296
C  2.725  -3.455  1.218
N  1.822  -2.550  1.574
C  1.025  -3.155  2.518
C  1.429  -4.435  2.735
N  2.514  -4.612  1.905
H  4.696  -1.681  -2.573
H  6.852  -2.794  -2.082
H  7.095  -4.234  -0.082
H  5.187  -4.513  1.453
H  0.203  -2.631  2.984
H  1.060  -5.216  3.379
H  3.025  -5.463  1.764
C  -1.394  -4.003  0.183
Si  -1.402  -2.768  -1.275
C  -3.180  -1.982  -1.240
C  -3.430  -1.424  0.166
C  -4.283  -3.010  -1.524
C  -3.308  -0.835  -2.241
C  -1.078  -3.891  -2.835
C  -2.023  -5.090  -2.974
C  -1.134  -3.068  -4.123
C  0.340  -4.451  -2.688
H  -2.160  -4.783  0.088
H  -1.551  -3.505  1.144
H  -0.421  -4.499  0.252
H  -3.355  -2.200  0.933
H  -4.447  -1.010  0.220
H  -2.725  -0.627  0.423
H  -4.161  -3.922  -0.933
H  -4.305  -3.289  -2.578
H  -5.268  -2.590  -1.279
H  -2.493  -0.113  -2.131
H  -4.254  -0.296  -2.092
H  -3.295  -1.191  -3.274
H  -3.028  -4.793  -3.271
H  -2.102  -5.661  -2.043
H  -1.648  -5.777  -3.744
H  -2.150  -2.733  -4.345
H  -0.790  -3.663  -4.980
H  -0.493  -2.180  -4.065
H  0.417  -5.139  -1.844
H  1.096  -3.670  -2.550
H  0.614  -5.010  -3.594
C  -6.072  2.309  1.348
C  -5.106  2.041  0.204
N  -4.336  3.215  -0.191
C  -5.044  4.302  -0.869
C  -5.206  5.532  0.011
C  -2.984  3.303  -0.139
O  -2.353  4.223  -0.645
C  -2.218  2.233  0.592
C  -2.283  2.040  1.967
C  -1.443  1.102  2.549
C  -0.582  0.379  1.736
N  -0.520  0.556  0.415
C  -1.312  1.469  -0.132
H  -6.613  1.398  1.607
H  -6.807  3.069  1.079
H  -5.537  2.655  2.236
H  -5.659  1.688  -0.673
H  -4.417  1.246  0.469
H  -6.015  3.913  -1.179
H  -4.485  4.562  -1.767
H  -5.737  5.292  0.934
H  -5.771  6.303  -0.518
H  -4.229  5.942  0.267
H  -2.970  2.622  2.570
H  -1.454  0.927  3.617
H  0.071  -0.382  2.156
H  -1.222  1.619  -1.204
C  5.763  4.111  4.505
C  4.737  3.506  3.565
S  3.845  4.815  2.715
O  3.009  5.480  3.674
O  4.788  5.562  1.931
C  2.761  3.938  1.576
C  3.522  3.398  0.378
N  2.654  2.570  -0.452
C  2.468  1.240  -0.266
N  1.687  0.743  -1.218
C  1.367  1.762  -2.050
C  1.960  2.905  -1.597
N  1.811  4.226  -2.109
O  1.391  4.325  -3.248
O  2.109  5.163  -1.377
C  3.069  0.506  0.877
H  6.316  3.315  5.001
H  5.274  4.721  5.265
H  6.467  4.735  3.953
H  3.990  2.918  4.103
H  5.209  2.882  2.801
H  2.019  4.674  1.262
H  2.251  3.153  2.140
H  4.363  2.774  0.677
H  3.905  4.219  -0.210
H  0.732  1.648  -2.914
H  4.159  0.596  0.869
H  2.829  -0.554  0.826
H  2.696  0.900  1.827

Calculated values
ΔE to the lowest compared entry with this formula, charge and spin: 4.94 kcal per mole
LUMO: -0.64 eV
HOMO-LUMO gap: 0.2399 Ha
DFT total energy: -3127.3162 hartree